62
Properties=species:S:1:pos:R:3:forces:R:3 method="wB97M-V/def2-TZVPD" e_homo_ev="-17.14 / -17.21" charge=+3 e_above_lowest_kcal_mol=36.9 multiplicity=4
Re -0.0876 0.2991 0.4048 -0.19 -1.44 0.37
C -4.7017 -2.8551 -2.6600 0.10 0.02 0.07
C -3.4282 -3.1585 -1.8813 -0.25 -0.06 -0.26
N -3.2808 -2.2879 -0.7038 -0.02 -0.07 0.00
C -2.4622 -1.2594 -0.6480 0.03 0.45 0.28
S -2.3939 -0.2865 0.8705 0.64 0.32 0.00
N -1.7460 -0.8844 -1.6840 -0.03 -1.04 -0.77
N -0.9937 0.1881 -1.4136 0.14 0.73 0.25
C -0.9408 1.2120 -2.2364 0.07 -0.55 0.17
C -1.3264 1.1149 -3.6570 -0.09 0.01 -0.15
C -0.7133 2.4502 -1.4960 0.13 0.40 0.13
C -0.8901 3.7207 -2.0185 0.11 -0.23 -0.08
C -1.0582 4.7979 -1.1540 -0.02 0.00 0.20
C -1.0821 4.5677 0.2130 0.01 0.10 -0.20
C -0.8337 3.2865 0.6764 -0.08 -0.10 0.09
N -0.5970 2.2625 -0.1480 -0.27 0.09 0.06
H -4.7412 -3.4918 -3.5425 -0.02 0.00 0.00
H -4.7216 -1.8144 -2.9833 -0.02 0.00 -0.02
H -5.5912 -3.0569 -2.0633 0.00 0.02 0.00
H -2.5503 -3.0148 -2.5052 0.05 -0.03 0.06
H -3.4427 -4.1886 -1.5231 0.08 0.04 0.03
H -3.9733 -2.3901 0.0238 0.09 0.01 0.14
H -2.0799 0.3405 -3.7931 -0.01 0.02 0.04
H -0.4556 0.8099 -4.2482 0.02 0.02 0.04
H -1.6882 2.0578 -4.0567 -0.01 0.00 0.02
H -0.9325 3.8697 -3.0883 -0.05 -0.04 0.00
H -1.2234 5.7916 -1.5491 0.02 0.00 0.00
H -1.2960 5.3643 0.9118 0.02 -0.03 0.04
H -0.8622 3.0601 1.7343 0.04 0.03 -0.01
C 2.1322 2.7281 1.6474 0.05 -0.20 0.01
C 2.2283 1.5551 2.6139 0.08 0.44 -0.20
N 1.3174 0.3979 2.3066 -0.56 -0.06 -0.28
C 2.1101 -0.8646 2.3434 0.22 -0.21 0.09
C 3.0064 -1.0398 1.1221 -0.25 0.03 -0.03
S 2.1658 -0.6977 -0.4727 -0.03 0.35 -0.09
C 3.2157 0.6082 -1.1803 0.00 -0.03 0.19
C 3.3894 1.8127 -0.2669 -0.06 -0.04 -0.09
N 2.1001 2.2670 0.2608 -0.01 -0.06 -0.03
H 1.2306 3.3017 1.8429 0.06 0.07 0.01
H 2.9808 3.3910 1.8455 -0.04 0.05 0.04
H 3.2506 1.1823 2.6146 -0.03 -0.08 0.05
H 2.0323 1.9264 3.6196 -0.02 -0.13 0.05
H 0.6566 0.3374 3.0787 0.06 -0.04 0.09
H 2.7343 -0.8941 3.2401 0.00 0.14 0.00
H 1.4132 -1.6875 2.4002 0.10 0.08 0.09
H 3.8870 -0.4034 1.1603 0.02 -0.03 -0.01
H 3.3467 -2.0726 1.0758 0.07 0.02 0.02
H 4.1814 0.1618 -1.4190 -0.03 -0.04 -0.09
H 2.7287 0.8771 -2.1189 -0.01 -0.04 -0.02
H 4.0551 1.5654 0.5585 0.02 0.04 0.01
H 3.8854 2.6017 -0.8373 0.05 0.00 0.05
H 1.7451 3.0079 -0.3311 0.04 0.05 0.01
C 0.9196 -4.3995 1.1983 -0.05 0.05 -0.16
S -0.4894 -3.2942 1.0882 -0.18 -0.28 0.45
C -0.8934 -3.2585 2.8485 0.06 0.08 -0.19
O 0.1520 -1.9282 0.7597 0.19 1.09 -0.29
H 0.5389 -5.3706 1.5187 -0.03 0.01 -0.02
H 1.6484 -4.0308 1.9182 -0.05 0.05 0.03
H 1.3616 -4.4964 0.2084 -0.05 0.02 -0.03
H -1.1863 -4.2675 3.1420 0.00 -0.01 -0.07
H -1.7255 -2.5799 3.0070 -0.09 0.05 -0.08
H -0.0254 -2.9418 3.4256 0.01 -0.07 -0.02



57
Properties=species:S:1:pos:R:3:forces:R:3 method="wB97M-V/def2-TZVPD" e_homo_ev=-12.21 charge=+1 multiplicity=1
C -4.4792 1.1624 2.3937 0.50 -0.02 0.19
C -3.5724 0.7042 3.5415 -0.10 -0.09 -0.80
C -2.5351 -0.3341 3.1636 -0.10 0.10 0.41
O -1.3772 0.1887 2.4953 0.00 -0.03 0.04
C -1.5496 0.4139 1.1320 0.07 -0.04 -0.27
P 0.1533 0.6766 0.5162 0.40 0.37 0.87
C 1.3015 -0.4657 1.2882 0.19 -0.15 -0.96
C 1.5148 -1.8205 0.5966 -0.66 -0.21 0.01
C 0.2633 -2.6346 0.1904 0.56 -0.09 -0.28
C 0.3846 -3.3626 -1.1711 -0.24 0.00 0.54
C -0.4037 -2.7556 -2.3256 0.12 0.31 -0.08
O 0.2822 -1.8180 -3.1350 -0.04 0.16 0.10
C 1.4033 -2.3441 -3.8344 0.56 0.04 0.31
C 2.7149 -1.6986 -3.3461 -0.74 -0.02 -0.41
C 0.6198 2.3795 1.0845 -0.15 -0.25 0.08
O 1.6777 2.3529 1.9863 0.28 -0.12 0.06
C 2.8836 2.9717 1.5050 -0.14 -0.19 -0.27
C 3.4947 2.3342 0.2495 -0.26 0.19 0.33
O 0.2654 0.6281 -1.0520 -0.43 -0.35 0.30
C -0.9025 1.0271 -1.8202 0.03 0.28 -0.94
C -1.1692 2.5098 -1.7898 -0.04 -0.18 0.01
H -4.0328 1.9680 1.8217 0.09 0.18 -0.16
H -5.4127 1.5373 2.7856 -0.33 0.04 -0.02
H -4.6650 0.3340 1.7175 -0.28 -0.12 -0.14
H -4.2043 0.2373 4.2874 -0.01 0.00 0.38
H -3.0493 1.5496 3.9706 -0.01 0.18 0.38
H -2.1580 -0.7697 4.0787 0.30 -0.14 0.14
H -2.9752 -1.1417 2.5770 -0.01 -0.07 -0.24
H -2.1312 1.3066 0.9119 -0.12 0.30 -0.03
H -2.0532 -0.4099 0.6292 0.03 -0.30 -0.14
H 1.0249 -0.5479 2.3299 -0.32 0.01 0.26
H 2.2455 0.0644 1.2735 0.24 0.23 0.14
H 2.0654 -2.4155 1.3125 0.31 -0.15 0.12
H 2.1596 -1.7243 -0.2656 0.14 0.36 -0.25
H 0.1295 -3.3944 0.9471 -0.27 -0.14 0.29
H -0.6433 -2.0404 0.1855 -0.21 0.25 0.04
H -0.0139 -4.3605 -1.0301 -0.05 -0.30 0.01
H 1.4361 -3.4966 -1.4002 0.21 -0.03 -0.27
H -1.2427 -2.2138 -1.8969 -0.25 0.18 -0.03
H -0.8402 -3.5274 -2.9550 0.09 -0.30 -0.15
H 1.4629 -3.4209 -3.7107 -0.15 -0.25 0.05
H 1.2968 -2.1604 -4.8968 -0.34 0.11 -0.20
H 2.4783 -1.0540 -2.5133 0.01 0.13 0.42
H 3.1035 -1.0565 -4.1268 0.39 0.01 -0.08
H 3.4369 -2.4480 -3.0524 0.31 -0.02 0.03
H 0.8342 2.9631 0.1951 0.09 0.09 -0.30
H -0.2648 2.8208 1.5415 -0.13 0.04 0.23
H 2.6800 4.0264 1.3495 -0.06 0.24 -0.05
H 3.5910 2.8798 2.3124 0.04 0.07 0.40
H 4.3833 1.7830 0.5189 0.25 -0.20 -0.10
H 3.7528 3.1043 -0.4622 0.23 0.15 -0.23
H 2.8221 1.6561 -0.2643 -0.21 -0.13 -0.08
H -1.7754 0.4475 -1.5468 -0.09 -0.23 0.36
H -0.6711 0.7476 -2.8346 0.28 -0.32 -0.23
H -0.2594 3.0655 -1.9699 0.25 0.17 0.01
H -1.8379 2.7301 -2.6139 -0.23 0.11 -0.07
H -1.6427 2.8453 -0.8747 -0.04 0.17 0.25



19
Properties=species:S:1:pos:R:3:forces:R:3 method="wB97M-V/def2-TZVPD" e_homo_ev=-9.31 smiles=CC[C@@]1(C)C[C@H]1O charge=0 e_above_lowest_kcal_mol=45.3 multiplicity=1
C 1.9504 0.9347 -0.3201 0.16 -0.27 -0.10
C 1.0784 -0.2006 0.3870 -0.01 -0.32 0.13
C -0.4299 -0.4736 0.0907 0.10 0.09 -0.13
C -0.8241 -1.6436 -0.8165 0.11 0.13 -0.11
C -1.4996 -0.1128 1.1335 0.02 -0.01 0.05
C -1.2310 0.7836 -0.0318 -0.38 -0.05 -0.17
O -0.5542 1.9682 0.2071 -0.38 0.40 0.07
H 1.8258 2.0243 -0.1648 -0.32 -0.53 0.34
H 1.9500 0.8442 -1.4111 0.03 -0.29 0.16
H 2.9633 0.7871 0.0559 0.06 -0.24 -0.24
H 1.2003 -0.1223 1.4737 0.08 0.16 -0.20
H 1.6195 -1.1031 0.0995 -0.04 -0.11 0.10
H -0.1836 -1.6881 -1.7021 -0.02 0.00 0.01
H -0.8049 -2.6376 -0.3394 0.23 0.45 0.11
H -1.8569 -1.5136 -1.1710 0.25 0.08 0.09
H -1.2058 0.2311 2.1243 0.09 0.05 -0.30
H -2.4469 -0.6563 1.1243 0.44 -0.11 -0.06
H -1.9497 0.8502 -0.8436 -0.11 0.02 0.14
H 0.3766 1.7351 0.1341 -0.32 0.55 0.09



29
Properties=species:S:1:pos:R:3:forces:R:3 method="wB97M-V/def2-TZVPD" e_homo_ev=-8.03 charge=0 e_above_lowest_kcal_mol=94.9 multiplicity=1
C 0.8406 -0.7139 -0.4013 -2.32 -0.05 -0.61
C 0.9101 -0.2649 -1.8593 0.04 -0.11 -0.02
C 0.5359 -2.2088 -0.2939 0.03 0.20 -0.04
C 2.2058 -0.4605 0.2242 -0.04 0.10 0.12
C 1.0856 1.6461 2.2549 0.56 -0.65 -0.51
C 0.1481 1.6099 1.0799 -0.88 2.81 0.59
O 0.2759 2.2582 0.0564 0.23 -0.91 0.52
H 1.2762 -2.8137 -0.8249 0.00 -0.11 -0.06
H 2.9741 -1.0620 -0.2759 -0.25 -0.28 -0.22
H 0.0318 -0.5899 -2.4188 -0.06 -0.03 -0.06
H 1.7905 -0.6694 -2.3680 0.07 -0.05 -0.06
H 0.9628 0.8240 -1.9137 0.03 0.04 -0.03
H -0.4554 -2.4252 -0.6893 -0.07 -0.12 -0.17
H 0.5293 -2.5238 0.7503 0.08 -0.06 0.12
H 2.2566 -0.7741 1.2664 0.00 0.31 0.18
H 2.5687 0.5536 0.0668 -0.21 0.25 0.37
H 1.1112 0.6652 2.7258 0.05 -0.05 0.13
H 2.0894 1.9345 1.9535 0.02 0.08 0.10
H 0.6805 2.3508 2.9846 -0.08 0.06 -0.14
C -2.6098 -0.1518 0.8241 0.49 0.65 -0.65
C -2.4729 0.4010 -1.4673 -0.24 0.19 0.18
N -1.9510 -0.1907 -0.2573 -1.60 -0.50 0.38
H -0.4412 -0.2693 -0.1827 3.97 -0.80 0.60
H -0.8798 1.3759 1.4375 0.24 -0.67 -0.50
H -2.5531 -0.3792 -2.2264 0.14 0.12 -0.03
H -2.1728 -0.5801 1.7148 0.06 -0.25 0.15
H -3.5158 0.4450 0.9447 -0.28 -0.25 -0.14
H -3.4615 0.8512 -1.3264 0.03 0.06 0.03
H -1.7600 1.1619 -1.7788 -0.02 -0.01 -0.23



Calculated molecular weight, 631.911; 323.434; 100.161; 145.246 g/mol (same order as the records).